1.
Computed, not measured: 5 unconnected molecules or ions with the total composition C20H40O15, with ωB97M-V/def2-TZVPD.

Cartesian coordinates (Å):
O: -7.9751 2.6891 0.5409
O: -1.4530 0.8299 1.3269
O: 7.7566 3.4315 1.6943
O: 0.9842 -1.3892 5.9578
O: 7.4942 1.7040 0.2009
O: -9.9140 1.4021 0.4867
O: -0.1590 -3.0187 -6.3650
O: 2.2133 -1.9571 4.1640
O: 9.1205 3.4270 -0.0859
O: -10.0657 3.5186 0.4687
O: -0.0408 0.2207 -0.2152
O: 3.2966 -1.1630 6.0089
O: -2.0476 -2.8519 -5.2806
O: -1.7500 -1.1611 0.2818
O: -1.5361 -4.8537 -6.3025
C: 8.0889 2.7753 0.5310
C: 11.1099 3.0280 -1.2881
C: 1.8241 -0.0349 -1.6930
C: 0.8284 -0.9969 7.2831
C: -2.7037 0.9210 2.0352
C: 3.4246 -2.1922 3.4727
C: -1.2998 -3.6887 -6.0055
C: 0.7979 -3.6240 -7.2147
C: -9.1685 2.5679 0.4624
C: -0.6564 -1.0164 7.5904
C: -3.1568 -3.3208 -4.4662
C: 0.3925 -0.5085 -1.3121
C: -9.6235 4.8185 0.6885
C: 9.5812 2.9891 -1.3587
C: 2.2714 -1.4040 5.4153
C: -1.1783 -0.1010 0.3969
C: 6.7956 2.8295 2.5832
C: -9.3472 0.1539 0.4590
C: 2.0300 -2.7303 -7.5551
C: -9.4495 -0.5380 -0.8845
H: 6.1146 2.1193 2.1141
H: 9.2303 3.7708 -2.0325
H: 11.5991 3.9980 -1.3764
H: 11.5422 2.7187 -0.3365
H: 1.7773 0.9996 -2.0330
H: -0.6843 -0.5915 8.5937
H: 2.6600 -2.6661 -6.6679
H: 11.6427 2.3356 -1.9399
H: -9.6850 4.9808 1.7646
H: 6.1399 3.6055 2.9783
H: -1.0708 -2.0246 7.5901
H: -3.4236 0.1728 1.7036
H: 9.1099 2.0781 -1.7276
H: 0.4924 -1.5415 -0.9790
H: 7.1989 2.3433 3.4715
H: -2.5828 0.8125 3.1131
H: -4.0074 -3.7534 -4.9929
H: 3.8408 -1.1871 3.4037
H: -2.8203 -4.0122 -3.6936
H: -10.3833 5.4544 0.2341
H: 4.0928 -2.9373 3.9044
H: -8.3178 0.1552 0.8175
H: -0.3185 -0.5730 -2.1358
H: 2.3370 -0.6191 -2.4571
H: 3.1427 -2.5102 2.4690
H: -9.8356 -0.4140 1.2509
H: 0.1776 -3.7367 -8.1039
H: -3.5903 -2.4855 -3.9162
H: 2.4320 -0.0400 -0.7883
H: -8.9870 -1.5237 -0.8341
H: 1.1780 -4.5820 -6.8601
H: -3.1773 1.8523 1.7245
H: 1.8030 -1.7628 -8.0028
H: -8.8512 0.1174 -1.5174
H: 1.2245 -1.8308 7.8626
H: -1.1925 -0.4361 6.8393
H: -10.4812 -0.7110 -1.1908
H: 1.2525 -0.0576 7.6381
H: 2.5745 -3.3864 -8.2343
H: -8.6387 5.1130 0.3257

Atoms 1-6, force components in eV/Å:
O -0.347 -0.351 -0.295
O 0.372 0.593 -0.241
O 0.722 -0.461 -1.017
O 2.200 0.603 -3.098
O 2.634 3.949 0.380
O -0.100 2.715 -0.471

Results
ΔE to the lowest compared entry with this formula, charge and spin = 60.41 kcal/mol
Structure (SMILES) = CCOC(=O)OC.CCOC(=O)OC.CCOC(=O)OC.CCOC(=O)OC.CCOC(=O)OC



2.
Computed, not measured: a molecular structure, C24H35NO16S3, with ωB97M-V/def2-TZVPD.

Cartesian coordinates (Å):
S: 2.6482 -4.4574 -6.2324
S: -4.2771 3.8406 0.6988
S: -1.0354 3.4094 0.8160
O: 0.1124 3.4990 1.6911
O: 3.9504 0.6123 -3.8553
O: -4.3444 -1.4899 2.5369
O: -3.4469 3.4073 1.8007
O: 5.9402 -2.6361 -1.0350
O: -1.6362 4.9117 0.6093
O: 2.3689 -5.4927 -5.2647
O: -2.1368 2.5053 1.0523
O: 4.2025 -3.9944 -6.0587
O: -5.7003 3.0493 0.7921
O: -3.8334 3.8223 -0.6756
O: 1.9567 -3.0713 -5.7240
O: -4.8411 5.3311 1.0426
O: 2.3766 -4.6052 -7.6451
O: -1.9748 -1.2298 3.1896
O: -0.4976 3.1856 -0.7067
N: 5.3157 -0.6906 -2.2618
C: -0.9696 4.2443 -1.5383
C: -3.0450 -1.6866 2.2892
C: 4.2489 -2.5782 -5.9003
C: -6.6554 3.8885 1.4372
C: 3.9544 -0.1268 -2.7221
C: -2.9622 1.0753 3.9168
C: 2.7418 -0.4962 -1.6848
C: -1.3072 -0.2539 -0.0697
C: 2.9564 -2.2148 -5.1743
C: 4.9000 -2.9416 1.9736
C: -2.3397 -1.4916 -0.3782
C: 2.7467 -1.3319 3.6281
C: 4.9595 -1.7595 -1.2118
C: -2.4995 -0.4722 4.3385
C: -6.2675 5.3113 1.0435
C: 3.3148 -3.1833 1.6711
C: 2.6093 -2.1675 0.6102
C: 2.5454 -2.9052 3.1330
C: 3.4502 -1.5637 -0.6513
C: 1.1855 -0.0034 -1.5593
C: 1.0136 -1.6833 0.7307
C: -2.6513 -2.4696 0.8986
C: -1.1343 5.4471 -0.6131
C: 0.2939 -0.6417 -0.3257
H: 3.1480 -1.2280 4.7219
H: 3.0336 -2.4255 -4.1027
H: 3.0616 -3.5968 3.9555
H: 5.3220 -1.8844 1.6930
H: 2.6821 -1.1665 -5.3193
H: -3.3380 -1.0437 4.9453
H: -1.8219 6.1932 -1.0184
H: 5.0593 -3.1857 3.1328
H: -3.3906 -1.0313 -0.7084
H: -6.6587 6.0545 1.7434
H: 0.7433 0.7495 -2.3385
H: -1.7876 -3.2437 1.1058
H: 3.0112 -4.2757 1.3768
H: -2.0122 -2.1757 -1.2993
H: 0.3185 -2.1050 1.6009
H: -1.5978 -0.3232 5.0896
H: -1.3516 0.1641 1.0292
H: -1.6139 0.6288 -0.7974
H: 5.4883 -1.3403 -3.0875
H: 1.6978 -0.7969 3.4539
H: -2.0090 1.7686 3.9648
H: 3.5073 -0.7290 2.9360
H: -6.6121 5.5481 0.0317
H: -6.5608 3.7391 2.5180
H: -0.2599 4.4395 -2.3467
H: 5.5071 -3.7891 1.4051
H: -7.6696 3.6312 1.1228
H: -3.6066 -3.1192 0.5961
H: 5.1388 -2.2819 -5.3400
H: -0.1682 5.9185 -0.4038
H: 4.2805 -2.1277 -6.8980
H: -1.9311 3.9401 -1.9642
H: -3.8227 1.3953 4.6469
H: -3.4386 1.0422 2.8360
H: 1.4158 -3.2450 3.1069

Atoms 1-6, force components in eV/Å:
S -0.169 -0.349 -0.211
S -0.441 -0.014 1.682
S 0.709 -1.523 0.182
O -1.508 -0.174 -0.827
O -0.529 -4.689 6.895
O 7.903 -0.929 -1.036



3.
Computed, not measured: 3 unconnected molecules or ions with the total composition C3H12NO2, with ωB97M-V/def2-TZVPD.

Cartesian coordinates (Å):
O: 1.1839 2.0433 1.5272
O: -1.4635 -1.0812 -2.8878
N: -0.6942 0.2383 -0.3037
C: 1.0418 -1.2381 0.7795
C: -0.3065 -0.5198 0.9954
C: -0.6681 1.5306 -0.4433
H: 1.3441 2.6722 2.3100
H: -2.3470 -1.4154 -3.4116
H: -0.7125 -1.7564 -2.8505
H: 1.5020 -1.8151 1.6628
H: 1.7819 -0.5990 0.3344
H: -0.7334 -0.4129 -1.1719
H: 1.9764 1.5402 1.1912
H: 1.0019 -2.1956 0.2100
H: -0.8774 2.0261 -1.4617
H: -0.6488 2.1321 0.5679
H: -1.0753 -1.3635 1.0633
H: -0.3055 0.2142 1.8888

Atoms 1-6, force components in eV/Å:
O 0.752 0.549 0.955
O -1.341 -1.597 -1.022
N 1.588 -0.212 -0.593
C 0.507 -2.017 0.833
C -0.951 -0.594 0.180
C -1.700 -0.111 1.201

Results
ΔE to the lowest compared entry with this formula, charge and spin = 57.15 kcal/mol
Net charge = +1



4.
Computed, not measured: a molecular structure, C3H5N3O, with ωB97M-V/def2-TZVPD.

Cartesian coordinates (Å):
O: 1.6221 -2.0086 0.0207
N: -0.1170 1.0215 1.1412
N: -1.0469 0.4570 -0.7919
N: -0.8507 -0.7658 -0.1846
C: -0.9382 1.4534 0.2843
C: 0.1319 -0.3168 0.6891
C: 1.3669 -0.8570 0.6716
H: 0.0918 0.7897 -1.3737
H: 2.2135 -0.4407 1.1995
H: -1.3635 2.4401 0.1560
H: 0.7999 -2.2354 -0.4553
H: -1.9097 0.4626 -1.3569

Atoms 1-6, force components in eV/Å:
O -0.116 -0.076 -0.143
N -0.329 0.110 -0.113
N 1.220 0.626 -1.244
N 0.135 -0.169 0.140
C 0.354 0.168 0.285
C 0.568 -0.269 -0.099

Results
ΔE to the lowest compared entry with this formula, charge and spin = 129.43 kcal/mol



Number 1: F_max 0.0926 hartree/bohr, LUMO level 0.020 hartree, Kohn-Sham gap 11.163 eV. Number 2: F_max 0.1974 hartree/bohr, LUMO level -0.053 hartree, Kohn-Sham gap 7.710 eV. Number 3: F_max 0.0844 hartree/bohr, LUMO level -0.156 hartree, Kohn-Sham gap 11.335 eV. Number 4: F_max 0.0558 hartree/bohr, LUMO level 0.007 hartree, Kohn-Sham gap 7.681 eV.